[1]
Here is a structure of composition C34H40BrClCoN9OS2 in a non-equilibrium geometry from OMol25. Energies are from wB97M-V/def2-TZVPD.

The geometry in XYZ format:
```
89
Properties=species:S:1:pos:R:3:mulliken_spin:R:1
Co 12.2296 10.6243 15.5336 1.932
C 6.9955 11.2109 16.4846 0.003
C 8.1658 10.9434 17.3539 -0.003
N 8.1104 10.8353 18.6481 0.001
N 9.3807 10.6156 19.0765 0.001
C 10.2717 10.6038 18.0579 -0.013
S 11.9453 10.4571 18.0670 0.044
N 9.4898 10.7896 16.9161 -0.006
N 10.0393 10.8807 15.5510 0.030
H 6.1351 11.3991 17.1461 0.000
H 6.7650 10.3436 15.8474 -0.001
H 7.1456 12.0887 15.8148 0.000
H 9.5542 10.4740 20.0769 0.000
H 9.7115 11.7661 15.1326 0.001
H 9.6148 10.1158 14.9870 -0.004
S 15.8275 9.1313 13.7799 0.005
C 16.4147 10.7450 13.7501 -0.001
C 15.9796 11.5026 14.7963 0.031
C 15.1527 10.7765 15.7129 0.027
C 14.9845 9.4419 15.3030 0.041
C 14.0166 8.3804 15.7324 -0.031
C 14.4716 7.0529 15.8350 0.008
C 13.5633 6.0249 15.9748 -0.014
C 12.1953 6.3239 15.9700 0.009
C 11.7849 7.6489 15.8578 -0.015
N 12.6742 8.6686 15.7148 0.016
H 17.0296 11.0403 12.8987 0.000
H 16.1680 12.5835 14.9127 -0.006
H 15.5606 6.8692 15.7742 0.001
H 13.9142 4.9950 16.0976 -0.001
H 11.4399 5.5228 16.0897 0.001
H 10.7317 7.9405 15.9228 -0.001
C 16.5107 11.4635 20.3393 -0.003
C 15.7636 11.9069 19.1098 -0.125
C 15.4450 13.2765 18.8831 0.388
C 14.6381 13.6691 17.8165 -0.167
C 14.2502 12.6994 16.9123 0.330
Br 12.8580 13.0886 15.6542 0.049
N 14.7782 11.3953 16.9614 0.157
C 15.4026 10.9809 18.1591 0.260
H 16.8129 12.3025 20.9779 -0.001
H 17.4133 10.8785 20.0563 -0.004
H 15.8660 10.7809 20.9420 -0.004
H 15.7969 14.0264 19.5817 0.032
H 14.3074 14.7047 17.6543 -0.002
H 15.6410 9.9057 18.2118 0.030
C 8.8913 14.2967 9.1623 0.000
C 10.1667 13.4439 8.9777 0.000
C 11.3179 14.3338 8.4300 0.000
C 9.8582 12.3814 7.8987 0.000
C 10.6039 12.8086 10.3578 -0.001
O 11.1045 13.8521 11.2436 0.000
C 9.4643 12.0157 11.0554 -0.002
C 9.0424 10.6284 10.5105 -0.001
C 8.4838 9.8009 11.6673 0.001
C 9.1919 8.7054 12.1977 -0.002
C 8.7068 8.0291 13.3080 0.001
C 7.4872 8.4147 13.8537 0.001
Cl 6.8678 7.5822 15.2501 0.000
C 6.7296 9.4511 13.2912 -0.001
C 7.2303 10.1454 12.2068 0.001
C 11.8746 11.9382 10.1398 0.001
N 12.2851 11.2065 11.3887 -0.001
C 12.3759 11.6411 12.6568 -0.003
N 12.4438 10.6250 13.4932 0.010
C 12.4302 9.5314 12.6818 -0.002
N 12.3361 9.8142 11.4132 0.002
H 8.6714 14.7934 8.1992 0.000
H 8.9945 15.0893 9.9136 0.000
H 8.0304 13.6515 9.4194 0.000
H 10.9519 14.9325 7.5718 0.000
H 12.1509 13.7178 8.0551 0.000
H 11.7061 15.0227 9.2039 0.000
H 9.6532 12.9292 6.9482 0.000
H 8.9593 11.7785 8.1277 0.000
H 10.6993 11.6963 7.6927 0.000
H 10.3859 14.4869 11.4077 0.000
H 8.5667 12.6598 11.0266 0.000
H 9.7435 11.9066 12.1144 0.002
H 9.9101 10.1024 10.0767 0.000
H 8.2479 10.7265 9.7479 0.000
H 10.1397 8.3892 11.7230 0.000
H 9.2733 7.2148 13.7659 0.000
H 5.7696 9.7334 13.7484 0.000
H 6.6654 10.9688 11.7583 0.000
H 12.6947 12.5792 9.8006 0.000
H 11.7400 11.1415 9.3781 0.000
H 12.3674 12.6802 12.9647 -0.001
H 12.4891 8.5152 13.0888 0.001
```

2S+1: 4
ΔE to the lowest compared entry with this formula, charge and spin (kJ/mol): 0.0
Frontier orbital gap (spin up / spin down) (eV): 6.09 / 6.94
LUMO (spin up / spin down) (hartree): -0.078 / -0.082
E_tot (eV): -193221.5187
Net charge: +1
HOMO (spin up / spin down) (eV): -8.21 / -9.18

***

[2]
Here is a structure of composition C5H8I2 in a non-equilibrium geometry from OMol25. Energies are from wB97M-V/def2-TZVPD.

The geometry in XYZ format:
```
15
Properties=species:S:1:pos:R:3:mulliken_charge:R:1
C 0.4776 0.0509 1.3508 -0.617
C -0.1234 0.0475 -0.0432 1.110
C 1.4004 -0.0141 0.1674 -0.352
C -0.8573 1.2132 -0.6902 -1.313
C -0.7925 -1.1981 -0.4386 -1.451
I 2.4798 1.7355 -0.1449 0.130
I 2.5236 -1.7980 -0.2174 0.108
H 0.5778 1.0528 1.8336 0.279
H 0.4074 -0.8312 2.0578 0.247
H -0.1809 2.0307 -0.5476 0.300
H -1.7090 1.4640 -0.0727 0.306
H -1.1839 0.9025 -1.7182 0.350
H -1.1980 -1.1034 -1.4051 0.396
H -1.7332 -1.4705 0.1468 0.258
H -0.0886 -2.0818 -0.2786 0.251
```

ΔE to the lowest compared entry with this formula, charge and spin (kJ/mol): 42.7
Frontier orbital gap (eV): 9.28
LUMO (hartree): 0.005
E_tot (eV): -21514.4121
HOMO (eV): -9.16

***

[3]
Here is the ion H2N3O2S with charge -1 in a non-equilibrium geometry from OMol25. Energies are from wB97M-V/def2-TZVPD.

The geometry in XYZ format:
```
8
Properties=species:S:1:pos:R:3:mulliken_spin:R:1
N -0.3421 -1.8276 0.2199 0.520
N 0.2343 -0.9966 -0.4270 0.347
N -0.1224 0.4014 -0.0836 -0.019
O 1.2776 1.0846 -0.2439 0.063
O -0.9236 0.7511 -0.9859 0.208
S -0.5301 0.7733 1.5549 0.894
H -0.9739 -1.4899 1.0984 0.008
H 1.3801 1.3036 -1.1328 -0.021
```

2S+1: 3
ΔE to the lowest compared entry with this formula, charge and spin (kJ/mol): 380.0
Frontier orbital gap (spin up / spin down) (eV): 3.82 / 5.12
LUMO (spin up / spin down) (hartree): 0.134 / 0.057
E_tot (eV): -19425.1145
Net charge: -1
HOMO (spin up / spin down) (eV): -0.18 / -3.56

***

[4]
Here is a cluster of 6 separate species, H11O5S in total in a non-equilibrium geometry from OMol25. Energies are from wB97M-V/def2-TZVPD.

The geometry in XYZ format:
```
17
Properties=species:S:1:pos:R:3:mulliken_charge:R:1
S 1.8931 0.9648 -0.2658 -0.806
H 1.1503 0.3417 0.7180 -0.001
H 1.2562 -0.3095 -1.9536 0.176
H 1.3410 0.5103 -3.3186 0.310
O 0.9085 -0.2884 -2.9636 -0.740
H 0.0376 -2.1185 -2.0727 0.359
H -0.1170 -2.7013 -0.6441 0.319
O -0.4901 -2.7863 -1.5614 -0.660
H -2.4252 -1.6588 2.7653 0.314
H -2.4996 -2.2406 1.2129 0.337
O -2.9304 -1.9514 2.0213 -0.653
H -1.2833 1.5580 -0.6613 0.329
H -0.7129 0.6495 -1.6956 0.394
O -1.6256 0.9283 -1.3994 -0.662
H 2.0909 2.5322 2.7330 0.328
H 1.7201 3.7467 3.5692 0.287
O 1.6864 2.8233 3.5164 -0.629
```

ΔE to the lowest compared entry with this formula, charge and spin (kJ/mol): 170.4
Frontier orbital gap (eV): 7.31
LUMO (hartree): 0.122
E_tot (eV): -21252.7072
Net charge: -1
HOMO (eV): -3.98